# 1
The following is a DFT calculation (the ωB97M-V functional and the def2-TZVPD basis) of a cluster of 7 separate species, C28H35N7 in total.

energy above the lowest of the compared OMol25 structures with the same formula, charge and spin	369.91	kJ/mol
net charge	0
SMILES string	c1cc[nH]c1.c1cc[nH]c1.c1cc[nH]c1.c1cc[nH]c1.c1cc[nH]c1.c1cc[nH]c1.c1cc[nH]c1

Structure (XYZ):
```
70
Properties=species:S:1:pos:R:3:forces:R:3
C 4.406 -2.428 -3.736 -0.95 1.05 1.44
C 4.562 -3.736 -4.097 0.92 -2.40 -3.04
C 5.505 -4.374 -3.319 -1.22 0.01 0.07
N 5.714 -3.500 -2.317 0.70 0.78 1.70
C 5.043 -2.325 -2.521 0.35 0.45 0.19
H 3.770 -1.726 -4.256 0.14 0.13 0.29
H 4.163 -4.139 -5.016 0.05 -0.14 -0.03
H 5.987 -5.340 -3.342 -0.29 0.09 -0.06
H 6.124 -3.722 -1.422 0.21 0.03 -0.35
H 5.082 -1.547 -1.773 0.07 0.02 -0.19
C 0.299 -6.110 3.784 -5.26 -0.78 2.46
C 1.478 -5.806 3.235 1.75 -0.03 -3.44
C 1.268 -5.917 1.868 -1.46 -0.02 -0.64
N -0.104 -6.250 1.638 1.36 -0.06 0.57
C -0.746 -6.434 2.844 3.55 1.47 0.75
H 0.076 -5.919 4.823 -0.05 -0.54 0.22
H 2.463 -5.598 3.626 -0.34 0.16 0.39
H 1.981 -5.689 1.090 -0.38 -0.28 -0.29
H -0.580 -6.424 0.764 0.58 0.12 -0.05
H -1.800 -6.649 2.942 0.25 0.02 0.01
C 1.049 3.663 1.347 3.11 0.18 2.34
C 0.613 4.773 2.124 0.09 -0.26 -0.27
C 1.553 5.047 3.080 0.30 0.02 0.84
N 2.578 4.106 3.028 -1.16 1.65 -0.56
C 2.355 3.342 1.945 -2.63 -1.25 -2.16
H 0.486 3.184 0.560 0.47 -0.10 -0.03
H -0.307 5.320 1.984 0.09 0.04 0.04
H 1.594 5.856 3.795 -0.08 -0.18 0.05
H 3.400 4.144 3.613 -0.15 -0.15 -0.38
H 3.043 2.566 1.644 -0.05 0.01 0.13
C -1.533 -0.287 -1.345 3.40 -0.58 -0.09
C -1.955 -0.733 -0.078 -1.03 -1.25 0.61
C -1.085 -1.708 0.405 0.52 1.49 -1.15
N -0.022 -1.714 -0.485 -0.18 -0.72 1.48
C -0.218 -0.839 -1.492 -1.92 0.31 -0.48
H -1.913 0.341 -2.137 -0.44 0.22 0.58
H -2.865 -0.501 0.455 -0.13 0.11 -0.27
H -1.044 -2.304 1.304 -0.16 0.14 -0.10
H 0.770 -2.307 -0.279 0.11 0.36 -0.55
H 0.519 -0.698 -2.270 -0.15 -0.11 0.01
C 5.561 -2.098 5.109 1.91 0.60 1.27
C 5.187 -1.807 3.803 -3.04 0.72 0.29
C 3.889 -1.285 3.992 -0.73 0.47 -1.02
N 3.583 -1.141 5.311 1.58 -0.15 0.07
C 4.690 -1.533 6.026 -0.41 -1.36 0.06
H 6.506 -2.584 5.303 0.02 0.20 0.51
H 5.763 -1.906 2.895 -0.34 -0.26 0.08
H 3.041 -0.971 3.401 0.55 -0.08 -0.95
H 2.700 -0.826 5.685 0.34 0.01 -0.19
H 4.689 -1.511 7.105 0.10 -0.14 -0.14
C -4.664 3.153 -7.273 -1.87 -0.56 -2.52
C -4.238 4.453 -7.551 -1.16 0.68 -0.49
C -4.949 4.896 -8.691 2.32 1.61 1.30
N -5.729 3.934 -9.170 0.10 -2.40 1.20
C -5.577 2.820 -8.326 0.96 0.18 1.07
H -4.367 2.542 -6.433 -0.11 -0.11 -0.23
H -3.633 4.987 -6.833 0.13 0.46 -0.57
H -4.816 5.830 -9.217 -0.22 0.00 0.09
H -6.259 3.984 -10.028 0.14 -0.16 0.33
H -6.006 1.847 -8.517 -0.29 0.31 -0.18
C -6.661 4.424 2.700 -0.24 -0.32 2.88
C -6.313 4.664 1.410 0.43 -1.12 -3.62
C -5.248 3.837 1.112 1.56 0.92 0.85
N -4.743 3.388 2.322 -0.63 -0.73 -2.11
C -5.673 3.621 3.275 -0.09 0.56 0.78
H -7.566 4.789 3.162 0.22 -0.04 0.28
H -6.819 5.193 0.617 -0.35 0.07 0.33
H -4.694 3.536 0.235 -0.18 0.61 -0.21
H -3.838 2.941 2.305 -0.45 -0.27 0.78
H -5.522 3.202 4.259 -0.25 0.32 0.04
```
Forces are in eV/Å.



# 2
The following is a DFT calculation (the ωB97M-V functional and the def2-TZVPD basis) of the molecule C15H22N2O4S.

energy above the lowest of the compared OMol25 structures with the same formula, charge and spin	168.67	kJ/mol
net charge	0
SMILES string	CC(C)NS(=O)(=O)c1ccc(OCC(=O)N2CCCC2)cc1

Structure (XYZ):
```
44
Properties=species:S:1:pos:R:3:forces:R:3
C -4.515 1.489 0.764 -0.08 -0.04 0.31
C -5.090 0.171 1.268 -0.31 0.55 -0.07
C -6.534 -0.015 0.801 0.19 0.01 0.13
N -4.229 -0.921 0.837 0.33 -0.39 -0.72
S -3.786 -1.089 -0.774 0.09 -0.13 0.45
O -4.708 -0.442 -1.668 0.26 0.19 0.13
O -3.552 -2.495 -0.942 0.17 -0.05 0.19
C -2.229 -0.223 -0.809 -0.57 -0.23 -0.11
C -2.037 0.851 -1.658 -0.06 -0.02 -0.05
C -0.827 1.510 -1.657 0.28 -0.03 0.14
C 0.204 1.094 -0.809 -0.51 -0.03 -0.07
O 1.332 1.848 -0.854 0.04 -0.01 -0.08
C 2.482 1.407 -0.181 -0.05 -0.12 -0.08
C 3.026 0.099 -0.775 -0.07 0.29 0.17
O 2.475 -0.472 -1.692 -0.14 -0.01 -0.21
N 4.152 -0.360 -0.200 0.20 -0.27 -0.02
C 4.932 0.282 0.840 0.06 0.43 0.33
C 6.059 -0.713 1.125 0.00 0.07 -0.09
C 6.245 -1.416 -0.218 -0.16 0.00 0.10
C 4.811 -1.553 -0.714 -0.01 -0.30 -0.31
C 0.000 0.004 0.035 0.12 0.08 0.01
C -1.219 -0.652 0.026 0.10 0.02 0.02
H -4.591 1.529 -0.319 -0.02 0.16 -0.08
H -5.070 2.321 1.189 -0.04 0.08 0.00
H -3.469 1.578 1.048 0.09 0.09 0.03
H -5.060 0.165 2.367 0.06 -0.02 -0.21
H -6.943 -0.946 1.188 -0.09 -0.08 0.03
H -7.153 0.808 1.150 -0.11 0.07 0.06
H -6.559 -0.047 -0.285 -0.10 0.02 -0.04
H -4.533 -1.821 1.177 0.01 -0.26 -0.09
H -2.841 1.150 -2.312 -0.06 0.11 -0.09
H -0.644 2.350 -2.309 0.00 0.09 -0.08
H 2.298 1.291 0.897 0.05 0.03 -0.10
H 3.218 2.205 -0.325 -0.05 -0.11 0.12
H 5.336 1.236 0.479 0.01 -0.02 0.09
H 4.325 0.480 1.727 0.07 0.04 -0.02
H 5.739 -1.433 1.880 0.00 0.00 0.05
H 6.962 -0.219 1.475 -0.01 0.01 0.08
H 6.820 -0.786 -0.896 0.03 0.00 -0.04
H 6.744 -2.378 -0.124 0.05 -0.02 -0.05
H 4.329 -2.446 -0.302 0.05 -0.01 -0.10
H 4.715 -1.584 -1.800 0.00 -0.07 0.10
H 0.783 -0.355 0.684 0.08 -0.04 0.05
H -1.396 -1.503 0.663 0.08 -0.09 0.14
```
Forces are in eV/Å.



# 3
The following is a DFT calculation (the ωB97M-V functional and the def2-TZVPD basis) of the molecule C4H8N2.

energy above the lowest of the compared OMol25 structures with the same formula, charge and spin	484.03	kJ/mol
net charge	0

Structure (XYZ):
```
14
Properties=species:S:1:pos:R:3:forces:R:3
C 0.026 -0.938 0.285 0.27 -0.07 -0.19
C -0.973 -0.050 -0.052 -2.00 3.34 -0.08
C 1.391 -0.833 -0.213 0.87 -2.08 2.65
C -0.915 1.463 -0.376 3.38 -2.30 0.41
N -2.342 -0.258 0.533 1.17 -0.08 1.16
N -2.083 -0.714 -0.701 -0.47 -1.69 -0.16
H -0.303 -1.773 0.837 -0.04 -1.10 0.41
H 1.584 -0.138 -0.932 0.03 1.68 -2.42
H 1.732 -1.838 -0.460 0.19 0.09 -0.51
H 2.093 -0.535 0.576 -0.08 -0.04 0.36
H -0.628 1.973 0.522 0.37 0.64 0.23
H -1.898 1.517 -0.522 -3.80 1.60 -0.90
H -0.363 1.734 -1.276 0.20 -0.03 0.22
H -2.458 -0.900 1.360 -0.08 0.03 -1.18
```
Forces are in eV/Å.